Record 1
Density functional theory data (ωB97M-V/def2-TZVPD) for 6 unconnected molecules or ions with the total composition C42H85FNO25P5.

Atoms and positions in Å:
C (6.518, 1.459, -1.202)
C (6.433, 2.011, -2.741)
C (6.831, 0.928, -3.901)
C (6.224, -0.579, -3.699)
C (4.651, -0.649, -3.247)
C (3.593, -0.906, -4.479)
C (2.048, -1.153, -3.922)
C (1.451, 0.110, -3.057)
C (0.810, -0.317, -1.595)
C (-0.705, -0.932, -1.769)
C (-1.899, 0.232, -1.678)
C (-2.601, 0.374, -3.178)
C (-3.827, 1.459, -3.238)
N (-3.417, 2.881, -3.548)
C (-3.276, 3.852, -2.394)
O (-4.220, 4.376, -1.592)
C (-1.662, 4.151, -2.418)
C (-0.635, 4.784, -1.309)
C (-1.285, 5.225, 0.145)
C (-1.592, 3.871, 1.022)
O (-2.830, 3.335, 0.902)
F (-0.571, 3.265, 1.908)
C (0.938, 4.961, -1.748)
C (2.007, 5.614, -0.676)
C (1.477, 4.518, -3.267)
O (2.905, 4.767, -3.565)
C (0.435, 3.870, -4.404)
O (0.840, 3.485, -5.768)
C (1.871, 2.435, -5.769)
C (2.522, 2.398, -7.299)
C (3.856, 3.335, -7.469)
C (-1.131, 3.710, -3.906)
C (-2.459, 3.117, -4.693)
O (-2.554, 2.930, -6.012)
H (5.666, 2.035, -0.595)
H (7.519, 1.695, -0.641)
H (6.294, 0.320, -1.062)
H (5.388, 2.506, -3.017)
H (7.218, 2.907, -2.818)
H (8.018, 0.878, -4.006)
H (6.414, 1.354, -4.936)
H (6.874, -1.128, -2.889)
H (6.383, -1.146, -4.735)
H (4.556, -1.601, -2.533)
H (4.268, 0.259, -2.617)
H (3.580, -0.035, -5.268)
H (3.942, -1.873, -5.060)
H (1.376, -1.274, -4.896)
H (1.993, -2.185, -3.365)
H (0.548, 0.552, -3.690)
H (2.234, 0.989, -2.956)
H (0.701, 0.679, -0.966)
H (1.531, -1.069, -1.060)
H (-0.781, -1.584, -2.749)
H (-0.866, -1.678, -0.858)
H (-2.707, -0.232, -0.932)
H (-1.518, 1.250, -1.242)
H (-1.776, 0.504, -3.998)
H (-3.094, -0.694, -3.384)
H (-4.301, 1.484, -2.142)
H (-4.734, 1.126, -3.941)
H (-0.680, 6.050, 0.714)
H (-2.348, 5.698, -0.113)
H (2.256, 6.704, -1.082)
H (1.498, 5.767, 0.379)
H (3.000, 4.994, -0.610)
H (3.463, 4.102, -3.050)
H (1.440, 1.341, -5.565)
H (2.761, 2.612, -5.030)
H (1.723, 2.807, -8.079)
H (2.779, 1.302, -7.649)
H (4.827, 2.766, -7.789)
H (3.645, 4.135, -8.323)
H (4.138, 3.963, -6.502)
C (-2.767, -1.539, 2.722)
O (-1.688, -2.437, 2.711)
P (-1.558, -3.978, 1.935)
O (-1.167, -3.289, 0.624)
O (-3.214, -4.098, 1.966)
C (-3.888, -4.286, 3.200)
O (-1.429, -5.519, 1.160)
C (-2.558, -6.313, 0.867)
H (-2.361, -0.526, 2.785)
H (-3.407, -1.616, 1.838)
H (-3.346, -1.685, 3.635)
H (-4.667, -3.505, 3.296)
H (-3.205, -4.223, 4.045)
H (-4.397, -5.250, 3.195)
H (-3.250, -5.780, 0.208)
H (-3.052, -6.622, 1.788)
H (-2.215, -7.211, 0.351)
C (-0.708, -5.974, 8.657)
O (-0.639, -6.288, 7.290)
P (-1.926, -6.562, 6.168)
O (-2.061, -5.052, 5.947)
O (-2.908, -6.974, 7.442)
C (-2.682, -8.182, 8.149)
O (-3.214, -6.837, 5.045)
C (-4.486, -7.291, 5.453)
H (0.156, -5.349, 8.901)
H (-1.624, -5.447, 8.937)
H (-0.589, -6.887, 9.240)
H (-2.602, -7.946, 9.228)
H (-1.771, -8.677, 7.818)
H (-3.540, -8.843, 8.027)
H (-4.941, -6.592, 6.161)
H (-4.411, -8.290, 5.881)
H (-5.124, -7.349, 4.570)
C (10.359, -3.187, -7.654)
O (9.332, -3.059, -6.706)
P (9.308, -2.135, -5.243)
O (8.910, -0.885, -6.035)
O (10.966, -2.203, -5.209)
C (11.620, -3.431, -4.938)
O (9.283, -1.212, -3.780)
C (10.461, -0.877, -3.080)
H (9.895, -3.336, -8.633)
H (11.023, -2.319, -7.698)
H (10.923, -4.098, -7.451)
H (12.352, -3.624, -5.746)
H (10.915, -4.258, -4.881)
H (12.182, -3.348, -4.007)
H (11.138, -0.293, -3.711)
H (10.950, -1.778, -2.709)
H (10.181, -0.267, -2.220)
C (-6.441, 6.540, -0.994)
O (-7.468, 6.669, -0.046)
P (-7.492, 7.592, 1.417)
O (-7.890, 8.842, 0.625)
O (-5.834, 7.525, 1.451)
C (-5.180, 6.296, 1.722)
O (-7.517, 8.515, 2.880)
C (-6.339, 8.850, 3.580)
H (-6.905, 6.392, -1.973)
H (-5.777, 7.408, -1.038)
H (-5.877, 5.629, -0.791)
H (-4.448, 6.103, 0.914)
H (-5.885, 5.469, 1.779)
H (-4.618, 6.379, 2.653)
H (-5.662, 9.434, 2.949)
H (-5.850, 7.949, 3.951)
H (-6.619, 9.460, 4.440)
C (-7.452, -1.843, 6.205)
O (-6.138, -2.299, 6.011)
P (-5.034, -2.968, 7.163)
O (-5.678, -4.347, 6.984)
O (-5.862, -2.179, 8.368)
C (-5.793, -0.767, 8.467)
O (-3.931, -3.637, 8.315)
C (-4.008, -3.341, 9.693)
H (-8.010, -2.025, 5.282)
H (-7.965, -2.333, 7.038)
H (-7.440, -0.761, 6.337)
H (-6.825, -0.366, 8.492)
H (-5.254, -0.330, 7.628)
H (-5.317, -0.489, 9.408)
H (-4.977, -3.639, 10.102)
H (-3.817, -2.282, 9.863)
H (-3.230, -3.910, 10.205)

## Properties
Gap between HOMO and LUMO (Eh): 0.213
Calculated total energy (eV): -146735.6543
LUMO level (eV): -3.03
HOMO (eV): -8.83
Structure (SMILES): CCCCCCCCCCCCCN1C(=O)c2c(CC(=O)F)c(C)c(O)c(OCCC)c2C1=O.COP(=O)(OC)OC.COP(=O)(OC)OC.COP(=O)(OC)OC.COP(=O)(OC)OC.COP(=O)(OC)OC
Relative energy (zero: lowest compared OMol25 entry of this formula, charge and spin) (kcal/mol): 579.9

Results of the Löwdin charge analysis, in e, for atoms 1 through 5: atom 1 (C): -0.15, atom 2 (C): -0.26, atom 3 (C): -0.21, atom 4 (C): -0.22, atom 5 (C): -0.21

=====

Record 2
Density functional theory data (ωB97M-V/def2-TZVPD) for 2 unconnected molecules or ions with the total composition C2H6Cl2NP.

Atoms and positions in Å:
C (-0.501, 1.341, 0.685)
C (-1.105, -1.238, -1.429)
N (0.239, 0.141, 0.702)
P (1.657, -0.219, 1.346)
Cl (1.990, -2.072, 0.612)
Cl (2.975, 1.044, 0.412)
H (-1.160, 1.434, 1.613)
H (-1.088, 1.265, -0.222)
H (0.293, 2.164, 0.463)
H (-0.932, -1.622, -2.455)
H (-2.036, -1.470, -0.810)
H (-0.332, -0.767, -0.914)

## Properties
Gap between HOMO and LUMO (spin up / spin down) (Eh): 0.240 / 0.344
Calculated total energy (eV): -37992.2280
LUMO level (spin up / spin down) (eV): -2.11 / 0.16
HOMO (spin up / spin down) (eV): -8.64 / -9.19
Relative energy (zero: lowest compared OMol25 entry of this formula, charge and spin) (kcal/mol): 80.6

Results of the Löwdin charge analysis, in e, for atoms 1 through 5: atom 1 (C): -0.22, atom 2 (C): 0.06, atom 3 (N): -0.45, atom 4 (P): 0.09, atom 5 (Cl): 0.20

=====

Record 3
Density functional theory data (ωB97M-V/def2-TZVPD) for 2 unconnected molecules or ions with the total composition C5H14N2O.

Atoms and positions in Å:
C (-1.286, -0.289, -0.927)
C (-1.159, -0.365, -2.434)
O (-1.706, -1.534, -0.338)
H (-2.577, -1.790, -0.676)
H (-2.001, 0.496, -0.655)
H (-0.200, 0.488, 0.141)
H (-0.837, 0.599, -2.836)
H (-0.429, -1.119, -2.741)
H (-2.112, -0.619, -2.926)
C (0.879, 1.950, 1.669)
C (0.633, 0.556, 1.117)
N (-0.114, -0.275, 2.064)
N (1.441, -1.158, -0.269)
C (1.724, -0.044, 0.411)
H (0.501, -0.739, 2.721)
H (-0.682, -0.968, 1.588)
H (2.081, -1.439, -0.998)
H (0.414, -1.169, -0.538)
H (2.634, 0.502, 0.175)
H (1.470, 2.560, 0.984)
H (1.402, 1.911, 2.628)
H (-0.077, 2.446, 1.840)

## Properties
Gap between HOMO and LUMO (spin up / spin down) (Eh): 0.267 / 0.267
Calculated total energy (eV): -10436.0043
LUMO level (spin up / spin down) (eV): 0.43 / 0.42
HOMO (spin up / spin down) (eV): -6.84 / -6.84
Relative energy (zero: lowest compared OMol25 entry of this formula, charge and spin) (kcal/mol): 115.8

Results of the Löwdin charge analysis, in e, for atoms 1 through 5: atom 1 (C): -0.37, atom 2 (C): -0.13, atom 3 (O): -0.14, atom 4 (H): 0.08, atom 5 (H): 0.09

=====

Record 4
Density functional theory data (ωB97M-V/def2-TZVPD) for 2 unconnected molecules or ions with the total composition C4H9O2.

Atoms and positions in Å:
C (0.872, 1.673, -0.187)
O (1.228, 1.680, 1.203)
C (-0.247, 0.732, -0.457)
C (-1.482, 1.061, -0.834)
H (1.755, 1.356, -0.748)
H (0.631, 2.711, -0.482)
H (0.448, 1.408, 1.695)
H (-0.100, -0.389, -0.119)
H (-2.182, 0.251, -1.003)
H (-1.858, 2.085, -0.872)
C (0.152, -2.883, 0.185)
O (-0.736, -1.893, -0.138)
H (0.054, -3.200, 1.248)
H (0.034, -3.807, -0.425)
H (1.226, -2.590, 0.077)

## Properties
Gap between HOMO and LUMO (Eh): 0.237
Calculated total energy (eV): -8386.9915
LUMO level (eV): 3.97
Net charge: -1
HOMO (eV): -2.48
Relative energy (zero: lowest compared OMol25 entry of this formula, charge and spin) (kcal/mol): 80.7

Results of the Löwdin charge analysis, in e, for atoms 1 through 5: atom 1 (C): -0.30, atom 2 (O): -0.10, atom 3 (C): -0.20, atom 4 (C): -0.03, atom 5 (H): 0.10

=====

Record 5
Density functional theory data (ωB97M-V/def2-TZVPD) for a single C5H8O2 molecule.

Atoms and positions in Å:
C (-0.690, 1.071, 0.830)
O (-1.578, 0.413, -0.051)
C (-1.128, -0.972, -0.638)
C (0.321, -0.541, -0.790)
C (1.625, -1.140, -0.548)
C (0.956, -0.139, 0.367)
O (0.730, 1.382, 0.623)
H (-0.757, 0.396, 1.646)
H (-1.394, 2.010, 0.963)
H (-1.110, -1.572, 0.217)
H (-1.847, -1.319, -1.482)
H (0.272, 0.122, -1.544)
H (1.625, -2.163, -0.001)
H (2.368, -0.977, -1.271)
H (1.118, -0.531, 1.575)

## Properties
Gap between HOMO and LUMO (Eh): 0.396
Calculated total energy (eV): -9403.3735
LUMO level (eV): 0.93
HOMO (eV): -9.85
Structure (SMILES): C1OC[C@@H]2C[C@H]2O1
Relative energy (zero: lowest compared OMol25 entry of this formula, charge and spin) (kcal/mol): 148.9

Results of the Löwdin charge analysis, in e, for atoms 1 through 5: atom 1 (C): -0.28, atom 2 (O): -0.17, atom 3 (C): -0.01, atom 4 (C): -0.33, atom 5 (C): -0.01

=====

Record 6
Density functional theory data (ωB97M-V/def2-TZVPD) for 2 unconnected molecules or ions with the total composition C2H8NO2P.

Atoms and positions in Å:
C (-0.073, 0.416, -1.613)
C (-0.211, 1.162, 1.273)
N (-0.165, -1.751, 0.180)
O (-2.322, -0.255, 0.067)
O (2.031, -0.947, 0.225)
P (-0.802, -0.216, 0.014)
H (-0.803, 1.207, -1.795)
H (0.954, 0.676, -1.286)
H (-0.399, -0.293, -2.381)
H (0.890, 0.914, 1.490)
H (-0.234, 2.090, 0.679)
H (-0.861, 1.093, 2.174)
H (-0.093, -2.190, 1.129)
H (2.090, -1.905, -0.157)

## Properties
Gap between HOMO and LUMO (spin up / spin down) (Eh): 0.398 / 0.180
2S+1: 3
Expectation value of S²: 2.026
Calculated total energy (eV): -17072.5434
LUMO level (spin up / spin down) (eV): 0.68 / -4.43
HOMO (spin up / spin down) (eV): -10.15 / -9.34
Relative energy (zero: lowest compared OMol25 entry of this formula, charge and spin) (kcal/mol): 46.7

Results of the Löwdin charge analysis, in e, for atoms 1 through 5: atom 1 (C): -0.17, atom 2 (C): -0.13, atom 3 (N): -0.02, atom 4 (O): -0.38, atom 5 (O): -0.20